{
  "formula": "C3H4NO2S",
  "method": "ωB97M-V/def2-TZVPD",
  "elements": ["C", "C", "C", "N", "O", "O", "S", "H", "H", "H", "H"],
  "coordinates": [[-0.3459, 0.6719, 0.5981], [0.5096, -0.6072, 0.1869], [-0.6903, 1.6704, -0.4704], [-0.1189, -1.7480, 0.4939], [0.4124, -2.9509, -0.1293], [1.5830, -0.5726, -0.4216], [0.0884, 2.6141, 0.8688], [-1.1862, 0.3906, 1.1617], [-0.0062, 1.5076, -1.3163], [-1.7027, 1.8702, -0.7721], [1.4568, -2.8461, -0.1996]],
  "forces_ev_per_a": [[0.358, 0.507, -1.685], [-0.189, -1.254, 0.397], [1.593, -1.143, -0.332], [-1.097, 0.834, 0.412], [2.885, 1.296, 0.252], [1.061, 1.105, -0.679], [-0.139, -2.010, -0.031], [-0.788, -0.157, 1.112], [-0.339, 0.399, 0.153], [-0.369, 0.117, 0.285], [-2.977, 0.306, 0.117]],
  "nbo_charge": [-0.225, 0.500, -0.520, -0.371, -0.631, -0.778, -0.057, 0.212, 0.225, 0.202, 0.443],
  "total_charge": -1,
  "relative_energy_ev": 2.692,
  "e_homo_ha": -0.1230,
  "homo_lumo_gap_ev": 6.67,
  "lumo_ev": 3.3196,
  "smiles": "[O-]/C(=N\\O)[C@@H]1CS1"
}


{
  "formula": "C3H4NO3",
  "method": "ωB97M-V/def2-TZVPD",
  "elements": ["C", "C", "C", "N", "O", "O", "O", "H", "H", "H", "H"],
  "coordinates": [[-2.6698, 0.0659, -0.1394], [0.8671, -0.0131, 0.2727], [-0.2443, 0.4990, -0.5128], [-1.3869, -0.3368, -0.7945], [-3.4141, -0.8942, -0.0161], [-2.7284, 1.2611, 0.1845], [0.9535, 0.1926, -1.0962], [1.3392, 0.7467, 0.8108], [0.7010, -1.0916, 0.4702], [-0.6627, 1.5637, -0.6685], [-1.1067, -1.2908, -0.6822]],
  "forces_ev_per_a": [[1.959, -0.283, -0.284], [-1.549, -0.881, 0.289], [-4.018, 1.632, -0.890], [1.170, 1.198, -0.195], [-1.479, -0.707, 0.320], [-0.438, 0.263, -0.041], [1.546, -0.264, -2.890], [1.334, 0.243, 1.557], [0.757, 0.873, 0.935], [1.371, -1.419, 1.072], [-0.655, -0.656, 0.125]],
  "nbo_charge": [0.881, -0.177, 0.217, -0.732, -0.776, -0.795, -0.527, 0.177, 0.176, 0.210, 0.347],
  "total_charge": -1,
  "relative_energy_ev": 2.666,
  "e_homo_ha": -0.1572,
  "homo_lumo_gap_ev": 8.25,
  "lumo_ev": 3.9704,
  "smiles": "O=C([O-])N[C@H]1CO1"
}


{
  "formula": "C3H4NO3",
  "method": "ωB97M-V/def2-TZVPD",
  "elements": ["C", "C", "C", "N", "O", "O", "O", "H", "H", "H", "H"],
  "coordinates": [[0.2145, -0.8357, -1.8791], [-2.1607, -0.1610, 0.9908], [0.5369, -0.3058, -0.8546], [-1.1566, -0.0550, 1.7495], [1.0415, 0.3456, 0.2031], [-3.0711, -0.4790, 0.4008], [-0.0993, -1.3954, -3.0506], [-0.0619, 0.0354, 1.2606], [-1.2794, 0.0148, 2.7805], [2.0007, 0.2337, 0.1664], [0.1303, -0.7782, -3.6931]],
  "forces_ev_per_a": [[-1.588, -3.892, -8.033], [3.494, -0.143, -1.288], [-0.904, 3.045, 6.567], [3.783, 0.739, 0.886], [-0.148, -1.219, -1.870], [-3.243, -0.399, -0.811], [-0.100, -0.316, 5.120], [-3.942, -0.010, 2.202], [0.183, -0.121, -0.432], [1.360, 0.587, 0.422], [1.106, 1.729, -2.763]],
  "lowdin_spin": [0.458, 0.198, 0.571, 0.100, 0.199, 0.155, 0.222, 0.021, 0.034, 0.037, 0.005],
  "total_charge": 1,
  "relative_energy_ev": 3.487,
  "multiplicity": 3,
  "e_homo_ha": [-0.3260, -0.5852],
  "homo_lumo_gap_ev": [4.79, 7.33],
  "lumo_ev": [-4.0794, -8.5950]
}


{
  "formula": "C3H4NOP",
  "method": "ωB97M-V/def2-TZVPD",
  "elements": ["C", "C", "C", "N", "O", "P", "H", "H", "H", "H"],
  "coordinates": [[0.8574, -0.5111, 0.2930], [-0.2505, -1.2807, 0.4151], [0.5718, 0.7897, -0.5823], [-1.6614, 1.0977, 0.2162], [-0.4514, 1.5239, 0.1460], [-1.8430, -0.8388, -0.1978], [1.7196, -0.5402, 0.9079], [-0.3960, -2.1012, 1.0722], [1.4116, 1.4970, -0.6916], [0.0419, 0.3638, -1.5787]],
  "forces_ev_per_a": [[-1.988, 1.855, -1.468], [0.626, 1.117, -0.572], [-0.645, -3.089, -0.004], [-0.668, -4.262, -1.123], [0.810, 0.835, -0.216], [-0.074, 3.935, 0.604], [0.740, -0.306, 0.365], [0.626, -0.874, 0.665], [-0.542, -0.515, -0.124], [1.115, 1.304, 1.871]],
  "nbo_charge": [-0.206, -0.606, -0.147, -0.192, -0.286, 0.564, 0.214, 0.237, 0.221, 0.200],
  "relative_energy_ev": 3.854,
  "e_homo_ha": [-0.3154, -0.3091],
  "homo_lumo_gap_ev": [7.55, 8.35],
  "lumo_ev": [-1.0367, -0.0616],
  "smiles": "C1=CP=NOC1"
}